134
Properties=species:S:1:pos:R:3:lowdin_charge:R:1 method="wB97M-V/def2-TZVPD" homo_lumo_gap_ev=8.565 e_tot_ha=-4713.325514 e_lumo_ev=-0.26 e_homo_ha=-0.3244
C 10.64 -6.75 12.07 -0.006
C 11.28 -6.49 13.44 -0.340
C 10.74 -5.31 14.18 -0.191
O 9.99 -5.78 15.16 0.081
C 10.27 -7.11 15.35 -0.477
O 9.89 -7.83 16.27 0.141
O 11.12 -7.52 14.39 0.100
H 9.71 -7.27 12.31 0.092
H 11.19 -7.41 11.40 0.078
H 10.55 -5.85 11.47 0.083
H 12.35 -6.41 13.29 0.148
H 10.12 -4.65 13.57 0.148
H 11.61 -4.88 14.68 0.143
C 4.83 -9.92 10.49 -0.006
C 4.91 -11.07 11.56 -0.273
C 6.26 -11.76 11.51 -0.137
O 6.53 -12.06 12.80 0.116
C 5.76 -11.46 13.64 -0.585
O 5.83 -11.34 14.87 0.127
O 4.82 -10.83 12.97 0.108
H 4.17 -9.07 10.70 0.081
H 4.38 -10.35 9.60 0.080
H 5.82 -9.51 10.27 0.070
H 4.17 -11.80 11.23 0.142
H 6.95 -11.02 11.10 0.129
H 6.16 -12.65 10.89 0.147
C 15.59 -2.90 11.06 -0.010
C 14.35 -2.80 10.16 -0.353
C 14.33 -1.80 8.98 -0.072
O 13.78 -2.57 7.94 0.078
C 13.51 -3.82 8.32 -0.488
O 12.93 -4.75 7.68 0.082
O 13.99 -3.99 9.56 0.083
H 16.42 -3.22 10.44 0.084
H 15.41 -3.76 11.70 0.083
H 15.79 -2.00 11.64 0.092
H 13.56 -2.47 10.85 0.144
H 15.38 -1.54 8.83 0.134
H 13.67 -0.95 9.14 0.140
C 4.14 -8.19 1.36 -0.020
C 3.23 -8.65 0.21 -0.268
C 3.08 -7.56 -0.90 -0.088
O 2.89 -8.36 -2.02 0.089
C 3.43 -9.50 -1.91 -0.578
O 3.61 -10.26 -2.86 0.120
O 3.70 -9.75 -0.59 0.081
H 4.93 -8.93 1.44 0.086
H 3.63 -7.97 2.30 0.082
H 4.68 -7.25 1.24 0.073
H 2.28 -8.95 0.66 0.151
H 3.77 -6.73 -1.04 0.138
H 2.11 -7.08 -0.85 0.135
C 9.00 -2.35 2.99 -0.002
C 8.05 -3.23 3.80 -0.308
C 8.37 -3.51 5.24 -0.105
O 7.14 -3.63 5.94 0.111
C 6.26 -3.01 5.20 -0.586
O 5.05 -2.96 5.47 0.098
O 6.78 -2.67 4.06 0.111
H 8.46 -1.74 2.26 0.089
H 9.77 -2.86 2.41 0.082
H 9.61 -1.67 3.59 0.081
H 7.96 -4.18 3.28 0.154
H 9.03 -2.73 5.60 0.136
H 8.88 -4.47 5.28 0.141
C 12.06 -13.71 1.62 -0.015
C 12.46 -14.29 2.98 -0.318
C 13.14 -13.43 4.08 -0.099
O 12.30 -13.64 5.18 0.050
C 11.28 -14.53 4.90 -0.502
O 10.27 -14.68 5.58 0.131
O 11.47 -15.01 3.68 0.093
H 12.83 -13.22 1.03 0.089
H 11.41 -12.84 1.70 0.074
H 11.43 -14.46 1.14 0.092
H 13.16 -15.09 2.74 0.143
H 13.06 -12.43 3.64 0.123
H 14.19 -13.63 4.27 0.135
C 13.31 -6.30 2.36 -0.011
C 14.41 -5.25 2.59 -0.390
C 15.65 -5.02 1.68 -0.070
O 15.46 -3.67 1.37 0.082
C 14.27 -3.20 1.77 -0.467
O 13.90 -2.05 1.59 0.135
O 13.61 -4.20 2.48 0.047
H 12.50 -6.18 3.08 0.092
H 13.72 -7.30 2.22 0.079
H 12.85 -6.14 1.39 0.082
H 14.76 -5.26 3.62 0.150
H 15.49 -5.69 0.84 0.135
H 16.52 -5.28 2.28 0.137
C 8.81 -6.19 -1.31 -0.019
C 9.77 -7.28 -1.86 -0.306
C 9.16 -8.54 -2.41 -0.092
O 9.36 -8.40 -3.79 0.052
C 10.10 -7.40 -4.23 -0.446
O 10.35 -7.00 -5.37 0.129
O 10.23 -6.61 -3.05 0.005
H 9.37 -5.26 -1.20 0.077
H 8.52 -6.34 -0.27 0.079
H 8.09 -5.91 -2.08 0.096
H 10.62 -7.51 -1.21 0.144
H 8.08 -8.44 -2.46 0.141
H 9.55 -9.45 -1.94 0.140
C 9.56 -9.43 6.44 -0.272
S 8.19 -9.28 5.21 0.834
O 8.36 -8.13 4.25 -0.586
C 8.74 -10.86 4.34 -0.247
H 10.59 -9.49 6.09 0.052
H 9.36 -10.28 7.08 0.050
H 9.55 -8.52 7.04 0.039
H 8.68 -11.78 4.92 0.046
H 9.82 -10.80 4.17 0.038
H 8.13 -11.10 3.47 0.047
C 6.50 -14.24 -3.50 -0.246
S 6.06 -14.96 -1.84 0.814
O 6.40 -13.85 -0.84 -0.587
C 4.23 -15.12 -2.13 -0.256
H 6.15 -14.81 -4.36 0.047
H 7.57 -14.09 -3.61 0.046
H 5.94 -13.30 -3.47 0.043
H 3.93 -15.77 -2.95 0.052
H 3.95 -14.08 -2.27 0.042
H 3.67 -15.44 -1.26 0.045
C 18.77 -7.47 8.13 -0.283
S 17.27 -7.60 7.13 0.842
O 17.44 -8.91 6.39 -0.600
C 16.17 -8.25 8.53 -0.231
H 19.27 -6.62 7.68 0.034
H 19.35 -8.39 8.13 0.061
H 18.64 -7.40 9.21 0.046
H 16.58 -9.21 8.86 0.053
H 15.19 -8.45 8.09 0.041
H 16.14 -7.52 9.33 0.036